[1]
Density functional theory data (the ωB97M-V functional and the def2-TZVPD basis) for a 2-piece molecular cluster, C6H16 overall.

The geometry in XYZ format:
```
22
Properties=species:S:1:pos:R:3:forces:R:3
C 0.457553 1.944976 -1.194520 -0.49 -1.43 -0.52
C 0.529182 2.765378 0.047042 2.58 2.54 0.99
C 1.149235 2.019699 1.347138 -0.18 -0.67 -3.16
H 1.329898 1.873138 -1.865699 -0.28 0.86 0.22
H -0.492930 2.121148 -1.742137 0.82 -0.03 0.02
H 0.420131 0.939442 -0.837700 -0.48 -0.71 -0.01
H 1.149300 3.695336 -0.280168 -0.87 -1.21 1.20
H -0.452042 3.162314 0.278136 -0.17 -0.07 0.29
H 0.511538 1.152587 1.469815 -0.08 -0.44 0.11
H 2.180455 1.639528 1.177926 -0.61 0.33 -0.15
H 1.146311 2.503804 2.275552 -0.15 1.35 1.05
C -1.020683 -2.573739 1.206840 1.80 0.06 -1.54
C -0.394595 -2.645290 -0.233067 0.77 1.42 1.75
C -0.619220 -1.362747 -1.106234 -2.30 -1.34 -2.75
H -2.035173 -2.649020 1.047268 -2.56 0.60 0.24
H -0.780447 -3.397120 1.854432 0.54 -0.58 0.03
H -0.648779 -1.676949 1.676876 -0.45 0.45 0.27
H -0.769895 -3.474625 -0.752312 -0.44 -1.34 -0.60
H 0.668717 -2.827776 0.030846 -0.29 0.26 -1.08
H 0.259302 -0.720795 -1.106494 -0.63 -0.01 -0.09
H -1.646098 -0.862090 -1.029606 1.62 -0.10 1.30
H -0.941762 -1.627198 -2.263936 1.83 0.05 2.41
```
Forces are in eV/Å.

## Properties
E_LUMO, Ha: 0.040
SMILES string: CCC.CCC

Atomic partial charges in e from the natural (NBO) method, atoms 1 to 6: atom 1 (C): -0.621, atom 2 (C): -0.392, atom 3 (C): -0.609, atom 4 (H): 0.208, atom 5 (H): 0.213, atom 6 (H): 0.200


[2]
Density functional theory data (the ωB97M-V functional and the def2-TZVPD basis) for a 2-piece molecular cluster, C6H16 overall.

The geometry in XYZ format:
```
22
Properties=species:S:1:pos:R:3:forces:R:3
C 0.695657 -1.776588 -1.947359 0.01 -0.21 -0.34
C 0.849927 -0.843686 -0.761557 0.81 0.62 0.51
C 0.058575 -1.317984 0.463243 -0.42 -1.36 -0.87
C 2.307472 -0.632135 -0.285317 -0.13 -0.02 -0.45
H 1.033009 -2.787755 -1.705528 -0.35 -0.09 0.04
H 1.238074 -1.503053 -2.857149 0.34 0.37 0.32
H -0.345519 -1.743465 -2.273458 -0.12 -0.49 0.19
H 0.517323 0.132177 -1.129070 -0.27 0.06 0.37
H -0.346024 -0.584032 1.141415 0.47 0.26 0.16
H -0.798572 -1.909382 0.126881 -0.14 0.04 0.05
H 0.693029 -2.025222 1.001880 -0.07 0.06 0.22
H 2.948696 -1.516890 -0.335692 -0.27 -0.19 -0.23
H 2.763290 0.139599 -0.903720 0.30 0.08 0.22
H 2.308407 -0.360971 0.769873 0.07 0.44 -0.08
C -1.117278 1.871454 0.684548 0.17 -0.91 -0.04
C -2.313125 2.333843 1.470020 -1.18 0.39 0.79
H -1.158327 0.801719 0.455209 -0.43 0.43 -0.08
H -1.079167 2.381989 -0.275850 0.35 0.14 0.08
H -0.187420 1.938392 1.251845 0.09 0.57 -0.22
H -3.231536 1.799676 1.236387 -0.05 -0.10 -0.54
H -2.294016 2.211938 2.556733 0.67 -0.08 -0.02
H -2.542475 3.390376 1.316665 0.15 0.01 -0.08
```
Forces are in eV/Å.

## Properties
E_LUMO, Ha: 0.038
SMILES string: CC(C)C.CC

Atomic partial charges in e from the natural (NBO) method, atoms 1 to 6: atom 1 (C): -0.603, atom 2 (C): -0.224, atom 3 (C): -0.612, atom 4 (C): -0.606, atom 5 (H): 0.201, atom 6 (H): 0.209